1.
This record from OMol25 describes a 2-piece molecular cluster, C3H3Br2F3S overall at a distorted geometry. The level of theory is wB97M-V/def2-TZVPD.

Structure (XYZ):
```
12
C3H3Br2F3S (wB97M-V/def2-TZVPD)
C 1.887 0.109 -0.286
C -1.587 -1.169 0.264
C -0.483 1.245 0.385
F -0.551 -2.010 0.211
F -2.256 -1.416 1.343
F -1.376 1.803 1.185
S 1.136 0.951 1.138
Br -2.558 -0.915 -1.350
Br -0.680 1.761 -1.379
H 2.624 0.715 -1.047
H 1.220 -0.602 -0.674
H 2.622 -0.473 0.209
```

Values from the calculation:
* F_max: 3.53 eV/A
* charge: 0
* frontier orbital gap (spin up / spin down): 0.3055 / 0.2806 Eh
* HOMO energy (spin up / spin down): -0.311 / -0.289 hartree

***

2.
This record from OMol25 describes a 2-piece molecular cluster, C3H3Br2N overall at a distorted geometry. The level of theory is wB97M-V/def2-TZVPD.

Structure (XYZ):
```
9
C3H3Br2N (wB97M-V/def2-TZVPD)
C 0.849 0.834 -1.481
C -1.161 -0.527 0.764
C 0.030 -0.179 1.332
N 1.655 1.554 -1.382
Br -1.674 -2.141 -0.140
Br 1.717 -0.981 1.126
H -1.718 0.425 0.611
H 0.173 0.060 -2.185
H 0.130 0.954 1.354
```

Values from the calculation:
* F_max: 13.66 eV/A
* charge: 0
* ΔE to the lowest compared entry with this formula, charge and spin: 257.5 kJ/mol
* frontier orbital gap: 0.3665 Eh
* SMILES string: Br/C=C\Br.C#N
* HOMO energy: -0.354 hartree

***

3.
This record from OMol25 describes one molecule with the formula C3H3Br2N at a distorted geometry. The level of theory is wB97M-V/def2-TZVPD.

Structure (XYZ):
```
9
C3H3Br2N (wB97M-V/def2-TZVPD)
C -0.312 -1.529 0.244
C 0.432 0.668 -0.547
C -0.487 0.028 0.377
N 0.001 -2.590 0.087
Br 2.201 0.601 0.307
Br -2.429 0.569 0.208
H 0.625 0.221 -1.496
H 0.411 1.702 -0.577
H -0.443 0.331 1.396
```

Values from the calculation:
* F_max: 6.86 eV/A
* charge: 0
* ΔE to the lowest compared entry with this formula, charge and spin: 50.9 kJ/mol
* frontier orbital gap: 0.3876 Eh
* SMILES string: N#C[C@H](Br)CBr
* HOMO energy: -0.400 hartree

***

4.
This record from OMol25 describes C3H3Br2NO as an isolated structure at a distorted geometry. The level of theory is wB97M-V/def2-TZVPD.

Structure (XYZ):
```
10
C3H3Br2NO (wB97M-V/def2-TZVPD)
C -0.530 -1.780 -0.503
C 0.172 -0.690 -0.256
C -0.414 0.606 0.092
N 0.518 1.555 0.471
O -1.618 0.851 0.098
Br -0.180 3.295 0.690
Br 2.389 1.468 0.637
H -0.036 -2.647 -0.605
H -1.536 -1.739 -0.595
H 1.237 -0.919 -0.029
```

Values from the calculation:
* F_max: 3.44 eV/A
* charge: 0
* ΔE to the lowest compared entry with this formula, charge and spin: 184.0 kJ/mol
* frontier orbital gap: 0.3191 Eh
* HOMO energy: -0.354 hartree

***

5.
This record from OMol25 describes C3H3Br2NS as an isolated structure at a distorted geometry. The level of theory is wB97M-V/def2-TZVPD.

Structure (XYZ):
```
10
C3H3Br2NS (wB97M-V/def2-TZVPD)
C 0.934 0.347 0.158
C -0.495 -1.302 0.662
C -0.077 0.817 -0.759
N 0.710 -0.621 0.917
S -1.414 -0.487 -0.689
Br -0.806 2.538 -0.220
Br 0.721 1.026 -2.628
H 1.851 0.955 0.427
H -0.506 -2.327 0.564
H -0.919 -0.946 1.568
```

Values from the calculation:
* F_max: 3.53 eV/A
* charge: 0
* ΔE to the lowest compared entry with this formula, charge and spin: 0.0 kJ/mol
* frontier orbital gap: 0.3436 Eh
* HOMO energy: -0.344 hartree

***

6.
This record from OMol25 describes C3H3Br3 as an isolated structure. The level of theory is wB97M-V/def2-TZVPD.

Structure (XYZ):
```
9
C3H3Br3 (wB97M-V/def2-TZVPD)
C 0.227 -0.052 0.380
C 0.106 -0.745 -0.734
C -2.939 0.626 0.664
Br -0.543 -2.527 -0.772
Br -3.120 1.673 -0.850
Br -3.871 -0.954 0.591
H -0.027 -0.455 1.345
H 0.352 -0.371 -1.715
H 0.584 0.965 0.352
```

Values from the calculation:
* F_max: 0.99 eV/A
* charge: 0
* ΔE to the lowest compared entry with this formula, charge and spin: 317.6 kJ/mol
* frontier orbital gap: 0.2925 Eh
* HOMO energy: -0.335 hartree

***

7.
This record from OMol25 describes C3H3Br3NPt as an isolated structure at a distorted geometry. The level of theory is wB97M-V/def2-TZVPD.

Structure (XYZ):
```
11
C3H3Br3NPt (wB97M-V/def2-TZVPD)
C -1.538 0.169 0.021
C -0.099 -0.160 -0.090
Br 0.412 -1.879 -0.578
C 0.951 0.681 0.114
Br 0.781 2.471 0.657
N 2.217 0.212 -0.054
Br 2.999 0.888 -1.552
H -2.038 -0.190 -0.871
H -1.677 1.241 0.035
H -1.978 -0.258 0.914
Pt -0.029 -3.174 1.405
```

Values from the calculation:
* F_max: 1.78 eV/A
* charge: +1
* frontier orbital gap: 0.1603 Eh
* HOMO energy: -0.454 hartree

***

8.
This record from OMol25 describes C3H3Br9 as an isolated structure at a distorted geometry. The level of theory is wB97M-V/def2-TZVPD.

Structure (XYZ):
```
15
C3H3Br9 (wB97M-V/def2-TZVPD)
C 5.318 5.541 4.151
Br 4.171 6.812 3.134
Br 6.688 4.987 3.049
Br 4.340 4.139 4.992
H 5.704 6.008 4.928
C 8.770 6.802 7.214
Br 9.485 7.500 5.544
Br 9.100 4.887 7.161
Br 6.841 7.122 7.360
H 9.118 7.283 8.161
C 5.404 9.854 5.401
Br 4.698 10.640 3.755
Br 3.977 8.919 6.340
Br 6.075 11.331 6.471
H 6.144 9.095 5.325
```

Values from the calculation:
* F_max: 4.48 eV/A
* charge: 0
* ΔE to the lowest compared entry with this formula, charge and spin: 58.0 kJ/mol
* frontier orbital gap: 0.3593 Eh
* HOMO energy: -0.373 hartree

***

9.
This record from OMol25 describes one molecule with the formula C3H3BrClNO4 at a distorted geometry. The level of theory is wB97M-V/def2-TZVPD.

Structure (XYZ):
```
13
C3H3BrClNO4 (wB97M-V/def2-TZVPD)
C 1.008 1.671 0.789
C 0.808 -0.668 0.229
C -0.741 3.746 1.311
N -0.678 2.570 1.979
O -0.716 2.321 3.171
O 1.522 2.762 0.858
O -0.328 1.505 1.202
O 1.524 0.578 0.341
Cl -0.855 5.236 2.139
Br -1.285 3.695 -0.435
H -0.240 -0.364 0.462
H 1.326 -1.182 1.044
H 0.851 -0.978 -0.811
```

Values from the calculation:
* F_max: 3.18 eV/A
* charge: 0
* ΔE to the lowest compared entry with this formula, charge and spin: 68.8 kJ/mol
* frontier orbital gap (spin up / spin down): 0.3235 / 0.3235 Eh
* SMILES string: COC(=O)O/[N+]([O-])=C(/Cl)Br
* HOMO energy (spin up / spin down): -0.322 / -0.322 hartree

***

10.
This record from OMol25 describes one molecule with the formula C3H3BrClNS at a distorted geometry. The level of theory is wB97M-V/def2-TZVPD.

Structure (XYZ):
```
10
C3H3BrClNS (wB97M-V/def2-TZVPD)
C 1.152 0.696 -0.437
C 1.227 -0.621 -0.294
C -1.518 0.553 -0.084
N -1.232 -0.601 0.444
S -0.206 -1.666 -0.382
Cl 2.532 -1.681 0.202
Br 2.671 1.825 -0.089
H -1.954 1.386 0.402
H -1.415 0.700 -1.180
H -1.257 -0.591 1.418
```

Values from the calculation:
* F_max: 3.38 eV/A
* charge: 0
* ΔE to the lowest compared entry with this formula, charge and spin: 291.3 kJ/mol
* frontier orbital gap (spin up / spin down): 0.2626 / 0.2627 Eh
* HOMO energy (spin up / spin down): -0.296 / -0.296 hartree

***

11.
This record from OMol25 describes one molecule with the formula C3H3BrF2 at a distorted geometry. The level of theory is wB97M-V/def2-TZVPD.

Structure (XYZ):
```
9
C3H3BrF2 (wB97M-V/def2-TZVPD)
C 1.023 0.661 -0.790
C -0.195 0.323 -0.608
C -0.661 -0.844 0.693
F -1.247 0.830 -1.157
F 0.477 -1.559 0.947
Br -1.321 0.023 2.213
H 1.255 1.658 -1.271
H 1.962 0.505 -0.246
H -1.293 -1.597 0.218
```

Values from the calculation:
* F_max: 6.43 eV/A
* charge: 0
* ΔE to the lowest compared entry with this formula, charge and spin: 163.0 kJ/mol
* frontier orbital gap: 0.4113 Eh
* SMILES string: C=C(F)[C@@H](F)Br
* HOMO energy: -0.382 hartree

***

12.
This record from OMol25 describes a 2-piece molecular cluster, C3H3BrO overall at a distorted geometry. The level of theory is wB97M-V/def2-TZVPD.

Structure (XYZ):
```
8
C3H3BrO (wB97M-V/def2-TZVPD)
C -0.332 1.305 -0.194
C -1.146 0.450 0.036
C -1.530 -0.876 0.377
O -0.780 -1.827 0.273
Br 3.248 0.506 -0.013
H 0.027 2.170 -0.704
H -2.605 -0.826 0.641
H 3.118 -0.902 -0.416
```

Values from the calculation:
* F_max: 1.96 eV/A
* charge: 0
* ΔE to the lowest compared entry with this formula, charge and spin: 210.6 kJ/mol
* frontier orbital gap: 0.3819 Eh
* SMILES string: C#CC=O.Br
* HOMO energy: -0.391 hartree